No. 1
Below is a molecular structure, C6H13O5Tl, with properties calculated with ωB97M-V/def2-TZVPD.

The total charge is +1. The HOMO-LUMO gap (spin up / spin down) comes out at 6.37 / 6.94 eV. As for the spin multiplicity: 2. The LUMO energy (spin up / spin down) is -5.53 / -5.77 eV. The calculation puts the relative energy (zero: lowest compared OMol25 entry of this formula, charge and spin) at 6.9 kcal per mole. The HOMO energy (spin up / spin down) comes out at -11.901 / -12.707 eV. Its expectation value of S² is 0.76.

Geometry (Å):
O 1.564 1.042 -1.175
C 0.304 0.592 -1.046
C 0.166 -0.792 -0.486
O 1.180 -1.611 -1.106
C 1.631 -2.774 -0.411
C 3.016 -3.102 -0.971
O 3.834 -1.977 -1.003
Tl 2.820 -0.410 -1.335
H -0.393 0.861 -1.852
H -0.833 -1.213 -0.672
H 0.354 -0.819 0.605
H 0.920 -3.603 -0.549
H 1.701 -2.537 0.665
H 2.884 -3.536 -1.983
H 3.440 -3.906 -0.339
H -1.126 1.945 -0.187
O -1.436 3.840 0.951
C -2.946 1.670 2.009
O -3.119 2.249 0.732
C -1.977 2.812 0.179
H -3.805 1.014 2.190
H -2.018 1.074 2.049
H -2.915 2.436 2.801
H -2.292 3.262 -0.770
H -0.954 3.484 1.703

***

No. 2
Below is 2 unconnected molecules or ions with the total composition C6H13P, with properties calculated with ωB97M-V/def2-TZVPD.

The HOMO-LUMO gap comes out at 9.08 eV. The LUMO energy is 0.19 eV. The calculation puts the relative energy (zero: lowest compared OMol25 entry of this formula, charge and spin) at 108.6 kcal per mole. The HOMO energy comes out at -8.886 eV.

Geometry (Å):
C 1.452 -0.030 0.535
C 0.017 0.111 0.512
C 2.267 -0.114 -0.703
C -0.624 1.204 1.271
C -2.021 -0.789 -0.462
C -0.660 -0.191 -0.788
P 0.698 -1.314 1.551
H 2.281 1.382 1.402
H 3.340 0.100 -0.446
H 1.762 0.655 -1.310
H 2.167 -1.147 -1.019
H -0.092 2.115 0.913
H -0.535 1.195 2.400
H -1.783 1.518 1.229
H -1.652 -1.602 0.283
H -2.566 -0.969 -1.424
H -2.779 -0.232 0.137
H -0.769 0.788 -1.397
H -0.048 -1.050 -1.330
H 0.463 -2.342 0.463

***

No. 3
Below is 2 unconnected molecules or ions with the total composition C6H13P, with properties calculated with ωB97M-V/def2-TZVPD.

The HOMO-LUMO gap comes out at 9.91 eV. The LUMO energy is 0.77 eV. The calculation puts the relative energy (zero: lowest compared OMol25 entry of this formula, charge and spin) at 98.9 kcal per mole. The HOMO energy comes out at -9.144 eV.

Geometry (Å):
C 2.163 0.303 -1.474
C 1.810 -0.134 -0.090
C 1.014 0.912 0.861
P 0.648 -1.536 0.164
H 2.524 -0.471 -2.104
H 2.898 1.181 -1.535
H 1.388 0.634 -2.000
H 2.648 -0.612 0.456
H -0.049 1.080 0.403
H 0.809 0.443 1.805
H 1.547 1.769 1.144
H 1.744 -2.214 0.989
H 0.899 -2.530 -0.815
C -3.100 -0.303 -1.311
C -2.838 -0.218 -0.120
C -2.839 0.528 1.147
H -2.679 -1.114 -1.909
H -3.281 0.085 1.990
H -3.438 1.440 1.042
H -1.869 0.756 1.358

***

No. 4
Below is 2 unconnected molecules or ions with the total composition C6H13S, with properties calculated with ωB97M-V/def2-TZVPD.

The HOMO-LUMO gap (spin up / spin down) comes out at 10.11 / 7.03 eV. As for the spin multiplicity: 2. The LUMO energy (spin up / spin down) is 1.03 / -1.80 eV. The calculation puts the relative energy (zero: lowest compared OMol25 entry of this formula, charge and spin) at 0.1 kcal per mole. The HOMO energy (spin up / spin down) comes out at -9.073 / -8.829 eV. Its expectation value of S² is 0.75.

Geometry (Å):
C -1.733 -0.415 0.671
C -1.828 -1.658 0.222
C -0.681 -2.606 0.102
C -2.889 0.526 0.855
H -0.761 -0.063 1.008
H -2.809 -1.999 -0.104
H -0.908 -3.586 0.531
H -0.361 -2.788 -0.928
H 0.180 -2.215 0.637
H -3.699 0.322 0.155
H -2.560 1.548 0.659
H -3.255 0.505 1.881
C 3.116 1.934 -1.259
C 2.287 1.338 -0.133
S 1.791 -0.364 -0.430
H 2.571 1.862 -2.200
H 4.050 1.390 -1.396
H 3.360 2.981 -1.081
H 1.334 1.869 -0.020
H 2.795 1.418 0.830

***

No. 5
Below is C6H14 in the gas phase, with properties calculated with ωB97M-V/def2-TZVPD.

The HOMO-LUMO gap comes out at 9.46 eV. The LUMO energy is 1.05 eV. The calculation puts the relative energy (zero: lowest compared OMol25 entry of this formula, charge and spin) at 73.3 kcal per mole. The HOMO energy comes out at -8.407 eV.

Geometry (Å):
C 2.080 -0.002 -0.236
C 0.776 -0.428 0.478
C -0.752 0.044 -0.076
C -0.317 -1.050 -1.206
C -1.710 -0.250 1.118
C -0.653 1.588 -0.225
H 1.981 1.005 -0.649
H 2.449 -0.653 -1.047
H 2.875 0.032 0.520
H 0.867 -1.500 0.758
H 0.657 0.148 1.356
H 0.660 -1.634 -1.230
H -1.046 -1.836 -1.130
H -0.269 -0.500 -2.128
H -1.875 -1.322 1.229
H -2.709 0.229 1.121
H -1.228 0.105 2.054
H -0.123 1.874 -1.134
H -0.069 1.977 0.637
H -1.593 2.170 -0.211

***

No. 6
Below is a molecular structure, C6H14, with properties calculated with ωB97M-V/def2-TZVPD.

The total charge is +1. The HOMO-LUMO gap (spin up / spin down) comes out at 6.85 / 9.14 eV. As for the spin multiplicity: 2. The LUMO energy (spin up / spin down) is -5.70 / -5.59 eV. The calculation puts the relative energy (zero: lowest compared OMol25 entry of this formula, charge and spin) at 101.4 kcal per mole. The HOMO energy (spin up / spin down) comes out at -12.549 / -14.727 eV. Its expectation value of S² is 0.76.

Geometry (Å):
C 1.835 0.632 -1.459
C 1.535 -0.524 -0.267
C 0.189 -0.501 0.327
C -0.961 -0.262 -0.534
C -1.864 1.040 -0.615
C -2.501 -0.737 -0.391
H 2.573 1.467 -1.387
H 0.768 0.982 -1.706
H 2.137 0.232 -2.431
H 1.539 -1.545 -0.726
H 2.612 -0.275 0.295
H 2.950 0.705 5.529
H 0.143 -0.677 1.299
H -0.674 -0.583 -1.556
H -1.763 1.586 0.346
H 2.455 0.245 5.885
H -2.290 1.401 -1.563
H -3.585 -0.403 -0.791
H -2.708 -1.013 0.654
H -2.389 -1.773 -0.908

***

No. 7
Below is a molecular structure, C6H14AuCl2O3P, with properties calculated with ωB97M-V/def2-TZVPD.

The total charge is +2. The HOMO-LUMO gap (spin up / spin down) comes out at 8.16 / 3.17 eV. As for the spin multiplicity: 3. The LUMO energy (spin up / spin down) is -8.44 / -13.36 eV. The HOMO energy (spin up / spin down) comes out at -16.593 / -16.534 eV. Its expectation value of S² is 2.01.

Geometry (Å):
C 0.778 -4.111 -1.469
C 0.542 -2.794 -0.793
H -0.129 -4.729 -1.367
H 1.621 -4.632 -1.024
H 0.991 -3.922 -2.516
O -0.533 -2.209 -0.859
Cl 1.886 -2.112 -0.031
Au -1.099 1.897 -0.185
P -0.230 1.056 -2.215
C -1.424 1.798 -3.363
C 1.203 2.180 -2.333
H 1.429 -0.566 -2.935
H 0.518 0.126 -4.306
H -0.242 -1.122 -3.267
C 0.432 -0.261 -3.275
H 2.082 1.633 -1.968
H 1.338 2.448 -3.385
H -0.934 1.963 -4.330
H -1.804 2.732 -2.939
H 1.034 3.058 -1.700
H -2.250 1.083 -3.478
C -2.736 1.027 0.376
O -3.533 0.417 0.923
Cl -0.343 3.576 1.209
O 0.367 -0.285 2.886
H 1.285 -0.620 2.881
H 0.430 0.566 2.408

***

No. 8
Below is a molecular structure, C6H14B3F12LiO2, with properties calculated with ωB97M-V/def2-TZVPD.

The total charge is -2. The HOMO-LUMO gap comes out at 9.87 eV. The LUMO energy is 4.63 eV. The HOMO energy comes out at -5.246 eV.

Geometry (Å):
Li 0.562 -1.167 1.087
B -1.615 -0.292 2.734
F -0.673 0.239 1.804
F -2.847 0.405 2.502
F -1.732 -1.657 2.517
F -1.217 -0.015 4.050
B 2.885 -1.796 3.218
F 2.419 -1.250 1.956
F 2.008 -1.352 4.223
F 2.934 -3.184 3.146
F 4.173 -1.272 3.467
B 0.700 -3.410 -0.095
F 0.535 -3.289 1.298
F 0.030 -4.548 -0.611
F 0.089 -2.238 -0.600
F 2.051 -3.485 -0.414
C -2.399 1.152 -2.128
C -2.431 1.044 -0.598
C -2.061 2.442 -0.124
O -2.217 3.306 -1.265
C -1.877 2.576 -2.424
H -3.425 1.061 -2.483
H -1.790 0.322 -2.488
H -1.796 0.278 -0.158
H -3.407 0.744 -0.205
H -0.993 2.457 0.135
H -2.644 2.911 0.663
H -0.817 2.625 -2.699
H -2.439 2.980 -3.271
C 2.785 0.173 -1.986
C 1.423 0.706 -1.522
O 1.151 0.351 -0.188
H 2.716 -0.906 -2.101
H 3.478 0.441 -1.189
H 3.058 0.622 -2.942
H 0.612 0.258 -2.104
H 1.295 1.786 -1.669
H 1.475 0.982 0.464

***

No. 9
Below is C6H14BNO2 in the gas phase, with properties calculated with ωB97M-V/def2-TZVPD.

The HOMO-LUMO gap comes out at 6.58 eV. The LUMO energy is -0.45 eV. The calculation puts the relative energy (zero: lowest compared OMol25 entry of this formula, charge and spin) at 137.2 kcal per mole. The HOMO energy comes out at -7.023 eV.

Geometry (Å):
B -3.139 -1.887 0.720
C -1.795 0.041 1.293
C -0.411 -0.603 1.678
C 1.465 1.601 0.101
C 1.371 -0.010 -1.834
C 0.464 -0.748 0.325
C 0.641 0.532 -0.612
N -2.537 -0.739 0.271
O -0.626 -1.669 2.327
O -4.109 -2.692 0.896
H -2.118 0.108 2.329
H -1.740 1.012 0.642
H 0.136 0.153 2.336
H 2.212 1.202 0.713
H 0.781 2.220 0.622
H 1.798 2.248 -0.777
H 2.150 -0.672 -1.517
H 1.971 0.864 -2.055
H 0.724 -0.488 -2.561
H 1.426 -1.117 0.802
H -0.001 -1.524 -0.238
H -0.294 0.939 -0.888
H -1.976 -0.833 -0.503
H -4.114 -3.589 1.382

***

No. 10
Below is 4 unconnected molecules or ions with the total composition C6H14Br2O5, with properties calculated with ωB97M-V/def2-TZVPD.

The HOMO-LUMO gap comes out at 10.59 eV. The LUMO energy is 0.39 eV. The HOMO energy comes out at -10.202 eV.

Geometry (Å):
C 0.134 2.444 2.965
C 0.106 2.612 1.455
C 0.634 3.987 0.987
O 1.613 3.684 0.013
C 1.942 2.368 0.102
O 2.871 1.879 -0.439
O 1.025 1.704 0.836
H 1.140 2.281 3.339
H -0.536 1.653 3.306
H -0.340 3.337 3.394
H -0.908 2.429 1.096
H 1.059 4.527 1.839
H -0.132 4.622 0.546
Br -1.619 -1.637 1.348
C -0.432 -0.872 -0.008
C -0.384 -1.775 -1.210
Br 0.112 -0.756 -2.768
H 0.506 -0.705 0.504
H -0.870 0.101 -0.205
H -1.311 -2.322 -1.356
H 0.365 -2.551 -1.039
O -1.379 -5.015 -0.830
H -0.475 -5.108 -1.143
H -1.349 -5.324 0.080
O -0.842 -3.732 -4.540
H -0.013 -4.197 -4.682
H -0.917 -3.633 -3.588

***

No. 11
Below is C6H14BrCl2FO3SSi2 in the gas phase, with properties calculated with ωB97M-V/def2-TZVPD.

The HOMO-LUMO gap comes out at 10.87 eV. The LUMO energy is 0.41 eV. The HOMO energy comes out at -10.455 eV.

Geometry (Å):
C 3.757 -0.992 1.645
C 2.887 -0.581 0.469
Br 3.737 -1.117 -1.218
C 2.606 0.922 0.408
Si 1.201 1.373 -0.727
O 0.502 0.074 -1.394
Si -1.015 -0.351 -1.893
C -1.823 -1.537 -0.641
Cl -0.506 -2.321 0.300
C -2.874 -0.930 0.277
C -3.946 -0.178 -0.514
Cl -3.638 -2.234 1.262
S -0.218 2.286 0.746
O -0.777 1.281 1.601
O 0.405 3.463 1.265
F -1.475 2.806 -0.100
H 3.650 -2.055 1.860
H 4.811 -0.791 1.455
H 3.463 -0.436 2.538
H 1.956 -1.144 0.456
H 2.387 1.289 1.416
H 3.499 1.455 0.067
H 1.447 2.441 -1.704
H -1.794 0.897 -2.020
H -0.914 -1.028 -3.195
H -2.287 -2.345 -1.214
H -2.386 -0.282 1.005
H -3.735 0.892 -0.516
H -4.930 -0.332 -0.079
H -3.989 -0.522 -1.552

***

One value per record, in order, for strongest force on any atom: 4.18 4.53 4.55 0.59 4.35 5.07 6.07 1.34 4.56 1.05 0.31 eV/A.